# 1
DFT (ωB97M-V/def2-TZVPD) results for C11H24O11V as an isolated structure at a distorted geometry.

The charge is -3. Its relative energy (zero: lowest compared OMol25 entry of this formula, charge and spin) is 5.085 eV. Its HOMO energy is 4.53 eV. The total energy is -59997.839 eV.

```
47
C11H24O11V | the Open Molecules 2025 dataset | ωB97M-V/def2-TZVPD
O 0.1087 -0.7517 -1.0939
V 0.3009 -1.4585 0.3661
O 1.8065 -1.4468 0.8016
C -0.4912 -4.0698 -1.4247
O 0.3847 -3.6838 -0.6234
O -1.5786 -4.3451 -0.9933
O 0.0258 -4.2376 -2.5574
C -1.9302 -2.4387 1.7235
O -2.5844 -3.4758 1.6170
O -1.9866 -1.7415 0.7409
O -0.7428 -2.6644 1.9736
C 4.2351 -1.1067 -2.7087
C 2.9003 -0.9621 -3.4383
C 3.0561 -1.2313 -4.9384
O 2.0075 -1.8536 -2.8414
H 4.2135 -0.9395 -1.6318
H 5.0495 -0.4523 -3.0193
H 4.6525 -2.1046 -2.8434
H 2.5586 0.0595 -3.2713
H 3.2408 -2.3013 -5.0329
H 3.9412 -0.7479 -5.3521
H 2.1077 -1.0165 -5.4310
H 1.1707 -1.8953 -3.3101
C -2.5311 1.6103 -0.2149
C -2.2963 2.9939 0.3043
C -3.4040 3.5144 1.2456
O -1.0157 3.0246 0.8905
H -3.4780 1.5392 -0.7502
H -2.6190 0.9321 0.6338
H -1.7332 1.3163 -0.8969
H -2.2249 3.6185 -0.5861
H -4.3404 3.6507 0.7046
H -3.0944 4.4721 1.6640
H -3.6674 2.7851 2.0116
H -0.8210 3.9259 1.1574
C 1.1040 1.5530 3.3935
C 0.0894 0.4752 2.9359
C -1.3262 0.7034 3.4876
O 0.0404 0.4737 1.4911
H 0.8093 2.5283 3.0062
H 2.1139 1.3420 3.0419
H 1.1874 1.5299 4.4800
H 0.4108 -0.4999 3.3020
H -1.6791 1.7309 3.3999
H -1.4030 0.3254 4.5070
H -1.9969 0.1473 2.8325
H -0.5707 1.1728 1.2473
```

# 2
DFT (ωB97M-V/def2-TZVPD) results for one molecule with the formula C5H7NO at a distorted geometry.

The SMILES is CC[C@@]1(C#N)CO1. Its relative energy (zero: lowest compared OMol25 entry of this formula, charge and spin) is 2.173 eV. Its HOMO energy is -10.87 eV. The total energy is -8834.030 eV.

```
14
C5H7NO | the Open Molecules 2025 dataset | ωB97M-V/def2-TZVPD
C -1.5561 0.9125 0.3768
C -0.6727 -0.3412 0.5047
C 0.5878 -0.3520 -0.3881
C 1.8390 -0.8389 0.2011
O 1.3033 -1.5459 -0.8743
C 0.5621 0.5780 -1.5089
N 0.4505 1.2050 -2.4754
H -1.0173 1.8395 0.6099
H -2.3895 0.8389 1.0850
H -1.9790 1.0173 -0.6260
H -0.3289 -0.4032 1.5446
H -1.2665 -1.2369 0.3094
H 2.7568 -0.2742 0.1144
H 1.7106 -1.3988 1.1268
```

# 3
DFT (ωB97M-V/def2-TZVPD) results for C5H17AlN3O4 as an isolated structure at a distorted geometry.

The charge is +1. Its relative energy (zero: lowest compared OMol25 entry of this formula, charge and spin) is 7.052 eV. Its HOMO energy is -12.33 eV. The total energy is -24700.384 eV.

```
30
C5H17AlN3O4 | the Open Molecules 2025 dataset | ωB97M-V/def2-TZVPD
Al -1.0075 -1.0935 -0.0177
O -0.1767 -2.8419 0.4505
H -0.8506 -3.2550 1.0247
O -2.0964 0.3025 1.0946
H -1.6634 -0.0981 1.8734
C -1.8138 1.2706 -1.1936
O -1.2044 0.3996 -0.6570
N -1.2426 2.2878 -1.7010
N -3.0852 1.2825 -1.4105
H -0.2737 2.4696 -1.4811
H -1.8308 2.8494 -2.2999
H -3.6385 0.5377 -1.0114
H -3.5865 2.0983 -1.7317
C 2.8975 -1.6683 0.7637
C 1.5017 -1.2593 0.6491
C 1.3063 0.2547 0.5951
O -0.0545 0.5566 0.8102
C -0.2619 1.8832 0.2964
N 1.0617 -1.9420 -0.5626
H 3.5845 -1.1999 0.0589
H 2.9336 -2.7577 0.7715
H 3.2816 -1.3799 1.7422
H 0.9458 -1.5952 1.5245
H 1.6209 0.6490 -0.3712
H 1.8977 0.6311 1.4297
H -0.1732 1.9717 -0.7864
H 0.4598 2.5617 0.7512
H -1.2674 2.2402 0.5190
H 0.8279 -2.8394 -0.1625
H 1.9078 -2.3161 -0.9679
```

# 4
DFT (ωB97M-V/def2-TZVPD) results for C8H15N2 as an isolated structure at a distorted geometry.

The charge is +1. Its relative energy (zero: lowest compared OMol25 entry of this formula, charge and spin) is 1.876 eV. Its HOMO energy is -11.40 eV. The total energy is -11511.107 eV.

```
25
C8H15N2 | the Open Molecules 2025 dataset | ωB97M-V/def2-TZVPD
C -0.4826 1.7990 -0.2568
C 0.4303 -0.2484 1.1762
C 2.7039 1.1954 0.0274
C 2.2809 0.0005 -0.3928
C -0.7268 0.7256 0.8336
C -1.5759 1.1129 -0.9763
C 0.8143 -1.9312 -0.5937
C -2.6718 -0.8740 0.0987
N 1.1987 -0.7077 0.0680
N -1.7694 0.2195 -0.0511
H -0.6813 2.8275 0.0347
H 0.5032 1.7553 -0.7338
H 1.0906 0.2869 1.8615
H 0.0016 -1.1008 1.7123
H 3.5801 1.6318 -0.4156
H 2.2680 1.7458 0.8424
H 2.7995 -0.4929 -1.2019
H -1.1454 1.1025 1.7684
H -2.0677 1.2170 -1.9264
H 1.6875 -2.3900 -1.0530
H 0.4068 -2.6391 0.1289
H 0.0710 -1.7557 -1.3793
H -2.1463 -1.8229 -0.0210
H -3.1104 -0.8534 1.0965
H -3.4587 -0.8037 -0.6467
```

# 5
DFT (ωB97M-V/def2-TZVPD) results for C34H42BBeCl7IKLiN2O18 as an isolated structure at a distorted geometry.

The charge is +1. Its HOMO energy is -7.73 eV. The total energy is -189123.651 eV.

```
108
C34H42BBeCl7IKLiN2O18 | the Open Molecules 2025 dataset | ωB97M-V/def2-TZVPD
C 1.2829 3.6010 2.5629
C 2.5048 3.7495 1.6575
C 2.5342 2.8326 0.4686
O 3.5913 2.9452 -0.3486
O 1.5090 2.0613 0.0449
C 0.3134 2.7642 -0.3324
C -0.1298 2.4026 -1.7587
C -1.6373 2.5241 -1.8366
C -2.4469 1.3777 -1.9497
C -1.7389 0.0501 -2.0099
C -1.0813 -0.2749 -0.6732
O -1.4531 0.1859 0.3660
C -3.8496 1.4986 -1.9720
C -4.7254 0.2740 -2.1165
I -4.4196 -0.4406 -4.1578
C -4.5094 -0.7903 -1.0040
C -4.4639 -2.2509 -1.4582
C -4.3932 2.7768 -1.8679
C -5.8925 2.9358 -1.8573
C -6.4073 3.2208 -3.2856
O -7.6138 4.0465 -3.2910
C -8.5896 3.6030 -2.5157
O -9.0266 2.4932 -2.5263
C -9.2162 4.6148 -1.5651
C -8.6442 4.4653 -0.1164
N -3.6024 3.8721 -1.7961
C -4.1774 5.2444 -1.7439
N -4.0786 5.7928 -3.0831
C -2.2559 3.7756 -1.7863
C -1.4062 5.0118 -1.7078
H 0.4026 3.9378 2.0060
H 1.3369 4.2610 3.4223
H 1.0774 2.5736 2.8532
H 2.4954 4.7757 1.2708
H 3.4038 3.6578 2.2597
H 0.5151 3.8331 -0.2874
H -0.4619 2.5236 0.3928
H 0.2146 1.4134 -2.0244
H 0.3450 3.0850 -2.4611
H -2.3730 -0.7941 -2.2569
H -0.9368 0.0893 -2.7441
H -0.2191 -0.9628 -0.6734
H -5.7793 0.4986 -2.1085
H -5.3263 -0.7428 -0.2810
H -3.6088 -0.5841 -0.4339
H -3.5561 -2.5055 -2.0008
H -4.4935 -2.9151 -0.5931
H -5.3358 -2.5054 -2.0569
H -6.1953 3.7696 -1.2257
H -6.3741 2.0760 -1.4078
H -5.6666 3.7765 -3.8627
H -6.6235 2.2655 -3.7585
H -9.0246 5.6143 -1.9717
H -10.3096 4.4907 -1.5943
H -9.3482 4.7481 0.6857
H -8.3234 3.4451 0.0926
H -7.7481 5.0799 0.0076
H -3.6845 5.8515 -0.9848
H -5.2343 5.2287 -1.5015
H -3.5754 5.0826 -3.6594
H -3.5672 6.6653 -3.1056
H -0.4462 4.8678 -2.1885
H -1.1903 5.1987 -0.6531
H -1.8604 5.8797 -2.1636
Cl 4.6506 3.6981 -1.3663
B 4.3181 -1.6938 1.5931
O 4.5871 -1.4369 0.1585
C 4.2077 -0.2080 -0.1337
O 4.2783 0.3221 -1.2039
C 3.6456 0.4089 1.1541
O 3.1804 1.5411 1.3244
O 3.7085 -0.4172 2.1093
O 3.3933 -2.8155 1.7766
C 3.9958 -3.7355 2.5225
O 3.5193 -4.7793 2.8560
C 5.3942 -3.2268 2.8697
O 6.2119 -3.8021 3.5211
O 5.5425 -2.0271 2.3095
C 3.7152 -10.1017 4.2575
C 4.7721 -10.8907 4.0029
C 5.9523 -10.4050 3.2013
O 6.8766 -11.1778 3.0320
C 5.9142 -9.0573 2.6797
C 4.8564 -8.2658 2.9304
C 3.6927 -8.7481 3.7541
O 2.7704 -7.9560 3.9515
O 4.7752 -7.0302 2.4769
O 4.8513 -12.1356 4.4326
H 2.8661 -10.4456 4.8319
H 6.7570 -8.7223 2.0924
H 3.9287 -6.6524 2.7911
H 5.7120 -12.4745 4.1127
C 7.5120 -1.7987 -1.6365
O 7.2680 -3.0418 -0.9966
H 8.0322 -1.9950 -2.5720
H 6.5690 -1.2865 -1.8497
H 8.1402 -1.1671 -0.9977
H 6.8111 -2.8536 -0.1710
C 10.1142 -2.4949 1.8608
Cl 11.1637 -3.8817 1.5352
Cl 8.5250 -3.0596 2.3630
Cl 10.8255 -1.5089 3.1454
Cl 9.9638 -1.5143 0.3891
K -11.3108 5.0736 0.3432
Li -8.5420 7.2598 0.2276
Cl 4.2741 1.0044 4.2129
Cl -3.5927 3.7132 -5.1768
Be 1.6678 -8.2562 5.9536
```

# 6
DFT (ωB97M-V/def2-TZVPD) results for C24H40FGaN5O as an isolated structure.

The charge is -1. Its HOMO energy is -4.24 eV. The total energy is -90129.694 eV.

```
72
C24H40FGaN5O | the Open Molecules 2025 dataset | ωB97M-V/def2-TZVPD
C 0.5943 -0.2693 4.5284
C 0.5581 0.1693 3.0681
N 0.2787 -0.9416 2.1552
Ga -1.0352 -0.5494 0.7829
F -0.9106 1.2791 0.4665
C -2.9143 -0.8856 1.4636
C -3.5180 0.3668 2.1200
C -0.5651 -1.4358 -0.9740
C 0.9334 -1.6329 -1.2423
C 1.8026 -0.4498 -0.8657
O 1.7081 0.5563 -1.8806
C 1.6440 1.8872 -1.3923
H 0.7418 0.5920 5.1824
H -0.3399 -0.7718 4.7864
H 1.4248 -0.9632 4.6772
H -0.1818 0.9741 2.9782
H 1.5328 0.6081 2.8186
H -0.0032 -1.7485 2.6976
H -3.5709 -1.2713 0.6797
H -2.8348 -1.6599 2.2351
H -3.3739 1.2478 1.4926
H -3.0067 0.5700 3.0634
H -4.5894 0.2664 2.3227
H -1.0494 -2.4193 -0.9691
H -1.0152 -0.8936 -1.8125
H 1.0881 -1.7814 -2.3194
H 1.3218 -2.5255 -0.7496
H 2.8504 -0.7812 -0.8105
H 1.5413 -0.0482 0.1121
H 2.1874 2.5302 -2.0883
H 0.6102 2.2225 -1.3299
H 2.1084 1.9733 -0.4094
N 3.2302 0.4839 -4.4768
C 2.1807 1.1127 -5.0758
C 2.5416 1.3947 -6.3692
C 3.8673 0.9133 -6.5517
C 4.2619 0.3568 -5.3616
H 3.2204 0.1761 -3.5161
H 1.2732 1.3030 -4.5286
H 1.9250 1.8911 -7.1001
H 4.4611 0.9690 -7.4493
H 5.1848 -0.1172 -5.0741
N -0.5981 -6.0967 -2.7161
C 0.7651 -6.1281 -2.5945
C 1.2675 -5.0336 -3.2452
C 0.1649 -4.3147 -3.7808
C -0.9709 -4.9947 -3.4376
H -1.2285 -6.7718 -2.3275
H 1.2567 -6.9154 -2.0494
H 2.3086 -4.7679 -3.3191
H 0.2029 -3.3946 -4.3392
H -2.0077 -4.7827 -3.6332
N -2.3461 1.9652 -3.4124
C -2.8985 2.8471 -4.3018
C -3.0798 4.0362 -3.6451
C -2.6167 3.8572 -2.3103
C -2.1704 2.5660 -2.1984
H -2.1012 1.0126 -3.6120
H -3.1111 2.5575 -5.3167
H -3.4963 4.9333 -4.0737
H -2.6109 4.5901 -1.5211
H -1.7357 2.0236 -1.3704
N 0.1263 2.8577 9.5155
C 0.5354 1.5587 9.6570
C 0.0450 0.8481 8.5946
C -0.6892 1.7528 7.7803
C -0.6200 2.9835 8.3739
H 0.3410 3.6034 10.1496
H 1.1402 1.2543 10.4937
H 0.1975 -0.2026 8.4142
H -1.2023 1.5239 6.8615
H -1.0324 3.9333 8.0806
```